Formula: C25H60N7O19
Source: the OMol25 dataset
Level of theory: ωB97M-V/def2-TZVPD

As for the gap between HOMO and LUMO (spin up / spin down): 0.212 / 0.137 Ha. The LUMO energy (spin up / spin down) is -0.353 / -0.428 Ha. The multiplicity is 2. The net charge is +4. As for the energy above the lowest of the compared OMol25 structures with the same formula, charge and spin: 0.0 kJ/mol. Its HOMO energy (spin up / spin down) is -15.4 / -15.4 eV.

Each line ends with the Mulliken spin population.
Element x y z (Å)
C1 -8.655 -5.251 -13.250  0.00
C2 -8.527 -5.291 -11.725  0.00
O1 -8.853 -4.454 -10.930  0.00
N1 -7.562 -6.342 -11.139  0.00
H1 -7.658 -7.121 -11.774  0.00
H2 -6.638 -5.959 -11.278  0.00
C3 -8.091 -6.764 -9.766  0.00
H3 -9.090 -4.273 -13.455  0.00
H4 -9.391 -5.954 -13.639  0.00
H5 -7.797 -5.231 -13.922  0.00
H6 -7.539 -7.577 -9.295  0.00
H7 -9.170 -6.912 -9.729  0.00
H8 -7.862 -5.886 -9.162  0.00
C4 -15.069 -5.801 -18.550  0.00
C5 -14.324 -6.601 -19.660  0.00
O2 -13.089 -6.550 -19.764  0.00
N2 -15.154 -7.498 -20.580  0.00
H9 -14.686 -8.384 -20.709  0.00
H10 -16.024 -7.746 -20.132  0.00
C6 -15.464 -6.758 -21.914  0.00
H11 -15.725 -5.081 -19.040  0.00
H12 -14.433 -5.199 -17.901  0.00
H13 -15.744 -6.399 -17.939  0.00
H14 -14.479 -6.611 -22.358  0.00
H15 -15.984 -5.832 -21.668  0.00
H16 -15.960 -7.489 -22.552  0.00
C7 -11.375 -1.625 -20.675  0.00
C8 -11.882 -3.035 -20.633  0.00
O3 -12.328 -3.569 -19.576  0.00
N3 -11.854 -3.864 -21.913  0.00
H17 -11.071 -3.652 -22.515  0.00
H18 -11.566 -4.774 -21.585  0.00
C9 -13.163 -3.791 -22.572  0.00
H19 -11.019 -1.344 -21.667  0.00
H20 -10.533 -1.430 -20.011  0.00
H21 -12.246 -1.055 -20.351  0.00
H22 -13.246 -4.651 -23.236  0.00
H23 -13.071 -2.854 -23.122  0.00
H24 -14.037 -3.826 -21.922  0.00
C10 -9.809 -5.701 -18.511  0.01
C11 -9.712 -6.202 -17.128  -0.01
O4 -10.085 -5.600 -16.151  0.00
N4 -8.804 -7.431 -17.004  0.00
H25 -9.083 -8.009 -16.224  0.00
H26 -8.940 -7.944 -17.863  0.00
C12 -7.290 -7.082 -16.933  0.00
H27 -10.471 -4.838 -18.449  0.00
H28 -10.317 -6.427 -19.145  0.00
H29 -8.937 -5.240 -18.975  0.00
H30 -7.058 -6.641 -17.903  0.00
H31 -6.718 -8.004 -16.831  0.00
H32 -7.186 -6.285 -16.197  0.00
C13 -6.116 -3.039 -20.597  0.00
C14 -6.009 -1.975 -21.733  0.00
O5 -5.753 -0.810 -21.476  0.00
N5 -6.231 -2.510 -23.129  0.00
H33 -5.291 -2.442 -23.492  0.00
H34 -6.590 -3.452 -23.184  0.00
C15 -7.190 -1.602 -23.940  0.00
H35 -5.820 -2.810 -19.573  0.00
H36 -5.597 -3.976 -20.801  0.00
H37 -7.145 -3.350 -20.421  0.00
H38 -7.205 -2.082 -24.919  0.00
H39 -6.730 -0.614 -23.940  0.00
H40 -8.160 -1.578 -23.444  0.00
C16 -6.942 -11.474 -15.806  0.00
C17 -6.635 -12.383 -14.583  0.00
O6 -7.387 -12.499 -13.661  0.00
N6 -5.422 -13.304 -14.752  0.00
H41 -5.101 -13.248 -15.708  0.00
H42 -4.732 -12.789 -14.223  0.00
C18 -5.610 -14.706 -14.223  0.00
H43 -6.140 -10.767 -16.017  0.00
H44 -7.871 -10.914 -15.705  0.00
H45 -7.216 -12.026 -16.706  0.00
H46 -6.553 -15.018 -14.673  0.00
H47 -5.693 -14.704 -13.136  0.00
H48 -4.786 -15.338 -14.556  0.00
C19 -8.809 -8.609 -24.397  0.00
C20 -9.471 -9.394 -23.278  0.00
O7 -9.766 -10.570 -23.409  0.00
N7 -9.828 -8.630 -21.991  0.00
H49 -9.043 -8.777 -21.373  0.00
H50 -9.889 -7.623 -22.043  0.00
C21 -11.093 -9.253 -21.309  0.00
H51 -9.393 -8.369 -25.285  0.00
H52 -7.932 -9.167 -24.725  0.00
H53 -8.473 -7.686 -23.923  0.00
H54 -11.279 -10.325 -21.377  0.00
H55 -12.005 -8.680 -21.473  0.00
H56 -10.952 -9.067 -20.244  0.00
O8 -9.667 -9.733 -12.531  0.00
C22 -8.792 -8.979 -13.189  0.00
O9 -7.740 -8.794 -12.698  0.00
O10 -9.077 -8.401 -14.291  0.00
H57 -9.110 -9.936 -11.776  0.00
O11 -8.780 -2.722 -17.855  0.02
C23 -7.656 -2.786 -17.164  -0.09
O12 -6.937 -1.742 -17.161  0.54
O13 -7.366 -3.735 -16.423  0.52
H58 -8.486 -1.814 -17.960  0.01
O14 -6.809 -10.102 -18.466  0.00
C24 -7.690 -9.698 -19.407  0.00
O15 -8.691 -9.100 -19.026  0.00
O16 -7.541 -10.014 -20.583  0.00
H59 -6.159 -10.746 -18.757  0.00
O17 -7.520 -4.961 -23.369  0.00
C25 -8.598 -4.840 -22.648  0.00
O18 -9.253 -3.796 -22.793  0.00
O19 -8.969 -5.755 -21.905  0.00
H60 -7.218 -5.802 -23.017  0.00

---

Formula: C25H61Br3N3O10P
Source: the OMol25 dataset
Level of theory: ωB97M-V/def2-TZVPD

As for the gap between HOMO and LUMO: 0.308 Ha. The LUMO energy is -0.004 Ha. The net charge is 0. Its HOMO energy is -8.5 eV.

Each line ends with the Mulliken charge.
Element x y z (Å)
C1 0.019 -1.053 0.979  1.58
Br1 -1.876 -0.418 0.818  -0.07
Br2 1.189 0.372 1.513  -0.08
Br3 0.583 -1.870 -0.698  -0.06
H1 -0.025 -1.790 1.765  -1.37
O1 1.471 4.914 -0.613  -1.00
P1 0.740 4.634 -1.877  0.54
N1 -0.323 3.347 -1.873  0.68
C2 -1.635 3.430 -1.331  -1.14
C3 0.165 1.985 -1.814  -0.46
N2 1.860 4.322 -3.106  0.24
C4 1.595 3.553 -4.325  -1.07
C5 3.235 4.361 -2.745  -1.10
N3 -0.265 5.888 -2.191  0.24
C6 -0.015 7.184 -1.577  -1.03
C7 -1.216 5.890 -3.355  -0.93
H2 -1.960 4.483 -1.134  0.36
H3 -1.711 2.868 -0.392  0.27
H4 -2.364 2.931 -1.976  0.35
H5 1.030 1.908 -2.480  0.16
H6 -0.648 1.307 -2.071  0.10
H7 0.494 1.746 -0.784  0.03
H8 2.002 4.110 -5.182  0.38
H9 1.975 2.553 -4.377  0.44
H10 0.518 3.584 -4.492  0.26
H11 3.729 3.398 -2.828  0.29
H12 3.779 4.994 -3.492  0.31
H13 3.413 4.745 -1.734  0.35
H14 0.495 7.901 -2.247  0.28
H15 -1.000 7.622 -1.319  0.31
H16 0.571 7.074 -0.667  0.33
H17 -2.146 6.399 -3.067  0.36
H18 -1.394 4.836 -3.552  0.26
H19 -0.708 6.364 -4.226  0.25
C8 -7.358 -1.444 -2.127  -0.76
O2 -6.031 -1.069 -2.269  -0.24
C9 -5.986 0.319 -2.516  -0.78
C10 -4.607 0.853 -2.374  -0.27
O3 -3.751 0.202 -3.313  -0.39
C11 -3.014 -0.926 -2.815  0.72
C12 -2.207 -1.528 -3.938  -0.94
O4 -1.056 -0.803 -4.133  -0.08
C13 -0.195 -1.201 -5.182  -0.83
H20 -7.377 -2.512 -2.080  0.25
H21 -7.890 -1.104 -3.033  0.31
H22 -7.850 -1.051 -1.206  0.28
H23 -6.550 0.872 -1.763  0.42
H24 -6.421 0.541 -3.492  0.41
H25 -4.315 0.597 -1.330  0.10
H26 -4.553 1.929 -2.597  0.37
H27 -3.676 -1.760 -2.553  0.29
H28 -2.388 -0.643 -1.965  -0.38
H29 -2.914 -1.532 -4.779  0.33
H30 -1.863 -2.560 -3.679  0.36
H31 0.643 -0.512 -5.123  0.19
H32 -0.713 -0.940 -6.142  0.33
H33 0.258 -2.176 -5.287  0.31
C14 -0.167 1.166 4.845  -0.87
O5 -0.495 -0.191 4.594  -0.02
C15 -0.359 -0.988 5.783  -0.79
C16 -0.587 -2.446 5.486  -0.07
O6 -1.945 -2.748 5.224  -0.50
C17 -2.341 -2.534 3.850  -0.10
C18 -1.959 -3.677 2.990  -0.77
O7 -0.544 -3.750 2.832  -0.06
C19 -0.168 -4.829 1.972  -0.80
H34 -0.952 1.550 5.492  0.33
H35 -0.134 1.652 3.870  0.20
H36 0.734 1.379 5.393  0.30
H37 -1.240 -0.641 6.438  0.38
H38 0.614 -0.833 6.260  0.48
H39 -0.316 -2.906 6.469  0.35
H40 0.028 -2.821 4.740  0.03
H41 -1.932 -1.565 3.516  -0.02
H42 -3.408 -2.415 3.784  0.41
H43 -2.415 -3.561 1.993  0.40
H44 -2.340 -4.626 3.366  0.45
H45 -0.365 -5.722 2.562  0.31
H46 0.890 -4.658 1.830  0.15
H47 -0.661 -4.839 0.990  0.29
C20 4.089 -3.145 5.527  -0.67
O8 3.052 -2.268 4.965  -0.35
C21 2.637 -2.786 3.674  0.99
C22 3.638 -2.388 2.626  -0.29
O9 4.679 -3.358 2.514  -0.40
C23 5.662 -2.950 1.572  -0.79
C24 5.176 -2.698 0.169  -0.41
O10 4.633 -1.456 -0.010  -0.21
C25 4.443 -1.111 -1.364  -0.80
H48 3.693 -4.141 5.725  0.26
H49 4.461 -2.577 6.393  0.27
H50 4.834 -3.166 4.725  0.23
H51 1.651 -2.322 3.471  -1.01
H52 2.537 -3.898 3.726  0.28
H53 4.071 -1.385 2.779  0.23
H54 3.096 -2.420 1.684  0.21
H55 6.410 -3.699 1.554  0.44
H56 6.138 -2.025 1.925  0.33
H57 4.445 -3.507 -0.066  0.25
H58 6.023 -2.834 -0.538  0.50
H59 3.968 -0.123 -1.344  0.23
H60 3.660 -1.752 -1.805  0.26
H61 5.300 -1.114 -2.039  0.36

---

Formula: C25H61ClN12O24SSi
Source: the OMol25 dataset
Level of theory: ωB97M-V/def2-TZVPD

As for the gap between HOMO and LUMO: 0.319 Ha. The LUMO energy is -0.014 Ha. The SMILES is [H]/N=C/C[C@@](S)(CCO[Si](C)(C)C)OC[C@H](C[C@@H](C)Cl)NCC(=O)O.C[N+](=O)[O-].C[N+](=O)[O-].C[N+](=O)[O-].C[N+](=O)[O-].C[N+](=O)[O-].C[N+](=O)[O-].C[N+](=O)[O-].C[N+](=O)[O-].C[N+](=O)[O-].C[N+](=O)[O-]. The net charge is 0. Its HOMO energy is -9.0 eV.

Each line ends with the Mulliken charge.
Element x y z (Å)
C1 2.178 2.627 -0.218  -1.05
C2 2.230 1.914 -1.575  0.82
Cl1 2.712 3.068 -2.868  -0.23
C3 3.203 0.738 -1.588  -1.22
C4 2.838 -0.344 -0.559  -0.46
C5 1.411 -0.843 -0.724  -0.80
O1 1.276 -1.300 -2.061  0.06
C6 0.059 -1.892 -2.474  0.73
S1 0.033 -1.741 -4.307  -0.33
C7 0.087 -3.436 -2.277  -1.15
C8 0.711 -3.903 -0.990  -0.14
N1 1.947 -4.197 -0.960  -0.58
C9 -1.203 -1.194 -1.930  -1.91
C10 -1.721 -1.618 -0.553  -0.06
O2 -2.351 -0.514 0.076  -0.21
Si1 -4.021 -0.398 0.210  0.40
C11 -4.418 1.389 -0.169  -0.92
C12 -4.478 -0.750 1.986  -1.11
C13 -4.930 -1.479 -1.008  -1.26
N2 3.738 -1.496 -0.552  -0.03
C14 5.136 -1.195 -0.237  -0.22
C15 5.586 -2.060 0.922  0.22
O3 5.082 -2.002 2.019  -0.60
O4 6.588 -2.893 0.618  -0.42
H1 3.148 2.525 0.278  0.25
H2 1.393 2.196 0.410  0.03
H3 1.984 3.691 -0.346  0.60
H4 1.231 1.567 -1.847  -0.04
H5 3.242 0.293 -2.586  0.33
H6 4.198 1.140 -1.360  0.54
H7 2.889 0.099 0.445  0.49
H8 1.251 -1.639 0.009  0.36
H9 0.708 -0.031 -0.503  0.30
H10 -0.369 -0.470 -4.420  0.18
H11 0.715 -3.852 -3.073  0.61
H12 -0.924 -3.827 -2.420  0.40
H13 0.069 -3.976 -0.105  0.44
H14 2.230 -4.474 -0.020  0.29
H15 -1.029 -0.114 -1.912  0.48
H16 -1.993 -1.361 -2.667  0.65
H17 -2.396 -2.476 -0.645  0.28
H18 -0.897 -1.934 0.093  0.15
H19 -4.218 2.061 0.668  0.32
H20 -5.448 1.494 -0.524  0.27
H21 -3.778 1.686 -1.011  0.22
H22 -4.995 -1.694 2.170  0.41
H23 -3.552 -0.726 2.568  0.29
H24 -5.088 0.079 2.358  0.34
H25 -6.003 -1.306 -0.877  0.46
H26 -4.650 -1.290 -2.047  0.30
H27 -4.767 -2.543 -0.799  0.32
H28 3.699 -1.946 -1.460  0.28
H29 5.792 -1.346 -1.097  0.29
H30 5.263 -0.159 0.094  0.31
H31 6.926 -3.277 1.448  0.35
C16 2.990 -2.829 4.190  -0.70
N3 1.589 -2.398 4.446  0.92
O5 1.284 -1.256 4.160  -0.51
O6 0.835 -3.217 4.921  -0.55
H32 3.535 -1.999 3.758  0.33
H33 3.412 -3.141 5.140  0.31
H34 2.950 -3.666 3.500  0.23
C17 -1.587 -3.531 -7.377  -0.58
N4 -2.518 -4.474 -6.700  0.84
O7 -2.749 -5.539 -7.234  -0.54
O8 -2.979 -4.113 -5.638  -0.46
H35 -1.247 -3.983 -8.301  0.32
H36 -2.132 -2.611 -7.558  0.26
H37 -0.768 -3.357 -6.686  0.13
C18 1.516 5.816 3.647  -0.77
N5 1.568 5.201 2.291  0.83
O9 2.645 5.128 1.740  -0.51
O10 0.516 4.809 1.832  -0.42
H38 2.520 6.113 3.923  0.31
H39 0.845 6.667 3.586  0.29
H40 1.115 5.069 4.325  0.28
C19 -5.027 4.968 -2.412  -0.77
N6 -6.079 4.125 -1.787  0.93
O11 -6.387 3.089 -2.332  -0.55
O12 -6.566 4.534 -0.751  -0.52
H41 -4.691 4.475 -3.317  0.33
H42 -5.470 5.937 -2.620  0.28
H43 -4.226 5.068 -1.688  0.29
C20 -8.955 4.165 1.215  -0.57
N7 -9.740 3.235 2.074  0.89
O13 -10.916 3.081 1.822  -0.54
O14 -9.143 2.690 2.977  -0.53
H44 -9.620 4.571 0.463  0.30
H45 -8.560 4.940 1.864  0.27
H46 -8.146 3.601 0.766  0.19
C21 -5.456 -6.572 -4.883  -0.58
N8 -6.296 -6.103 -3.747  0.84
O15 -7.398 -6.590 -3.615  -0.53
O16 -5.814 -5.258 -3.023  -0.51
H47 -6.014 -7.323 -5.430  0.32
H48 -5.225 -5.710 -5.500  0.19
H49 -4.542 -6.979 -4.462  0.25
C22 10.686 -3.140 1.681  -0.69
N9 9.345 -3.718 1.958  0.96
O17 8.609 -3.117 2.722  -0.60
O18 9.053 -4.754 1.405  -0.52
H50 10.793 -2.220 2.242  0.26
H51 11.423 -3.877 1.983  0.29
H52 10.741 -2.967 0.610  0.29
C23 -1.026 1.857 2.470  -0.32
N10 -2.385 2.225 2.950  1.06
O19 -2.848 3.292 2.596  -0.58
O20 -2.955 1.416 3.648  -0.59
H53 -0.656 2.671 1.855  0.12
H54 -0.407 1.684 3.344  0.33
H55 -1.134 0.936 1.900  -0.02
C24 12.722 -1.524 5.827  -0.72
N11 12.581 -1.710 4.358  0.89
O21 13.276 -2.541 3.815  -0.52
O22 11.763 -1.013 3.793  -0.54
H56 13.480 -2.210 6.184  0.31
H57 13.004 -0.489 5.993  0.28
H58 11.752 -1.726 6.270  0.29
C25 -4.645 8.731 1.062  -0.73
N12 -4.856 8.178 -0.303  0.90
O23 -4.086 7.329 -0.698  -0.51
O24 -5.797 8.609 -0.932  -0.52
H59 -3.779 8.245 1.493  0.31
H60 -4.500 9.802 0.955  0.28
H61 -5.546 8.527 1.633  0.28

---

Formula: C25H61O19P4Tl
Source: the OMol25 dataset
Level of theory: ωB97M-V/def2-TZVPD

As for the gap between HOMO and LUMO: 0.067 Ha. The LUMO energy is -0.457 Ha. The net charge is +2. Its HOMO energy is -14.3 eV.

Each line ends with the Mulliken charge.
Element x y z (Å)
Tl1 4.137 -0.415 -0.077  1.00
O1 -0.645 0.559 0.320  0.03
C1 0.696 0.419 0.403  1.20
O2 1.449 0.823 -0.497  -0.47
O3 1.190 -0.221 1.365  -0.73
H1 -0.837 -0.182 0.953  0.14
C2 3.103 -0.990 5.915  -0.53
C3 4.191 -0.605 4.934  -0.20
O4 4.290 0.820 4.834  -0.22
P1 3.635 1.686 3.686  0.35
O5 3.722 1.101 2.338  -0.16
O6 2.104 1.905 4.163  -0.12
C4 1.236 2.553 3.243  0.08
C5 1.113 4.043 3.580  -1.23
O7 4.354 3.098 3.840  -0.30
C6 5.790 3.183 3.680  -0.34
C7 6.471 3.213 5.036  -1.06
H2 2.105 -0.745 5.539  0.01
H3 3.012 -2.066 6.076  0.42
H4 3.167 -0.487 6.878  0.35
H5 5.165 -1.053 5.119  0.38
H6 3.929 -0.968 3.932  0.16
H7 1.531 2.469 2.191  0.22
H8 0.254 2.075 3.260  0.12
H9 2.110 4.431 3.789  0.32
H10 0.690 4.661 2.789  0.39
H11 0.493 4.171 4.467  0.32
H12 6.222 2.411 3.042  0.27
H13 6.031 4.118 3.172  0.41
H14 6.232 4.067 5.664  0.31
H15 6.303 2.298 5.600  0.25
H16 7.536 3.260 4.789  0.38
C8 -0.637 0.939 4.183  -1.09
C9 -0.106 -0.447 3.889  2.63
O8 -1.162 -1.391 3.967  -0.37
P2 -1.402 -2.489 2.851  0.82
O9 -0.272 -3.469 2.847  -0.73
O10 -1.550 -1.632 1.539  0.04
C10 -1.784 -2.356 0.328  0.72
C11 -0.605 -3.003 -0.403  -1.32
O11 -2.842 -3.076 3.098  -0.23
C12 -3.149 -3.837 4.294  -0.27
C13 -2.607 -5.257 4.153  -1.09
H17 -1.300 1.285 3.386  0.29
H18 -1.190 0.967 5.122  0.50
H19 0.170 1.670 4.251  0.22
H20 0.300 -0.451 2.866  -1.16
H21 0.781 -0.648 4.496  -1.05
H22 -2.637 -3.032 0.412  0.69
H23 -2.173 -1.629 -0.391  -1.10
H24 0.259 -2.329 -0.469  0.06
H25 -0.155 -3.828 0.154  0.44
H26 -0.801 -3.287 -1.434  0.59
H27 -2.745 -3.328 5.171  0.27
H28 -4.230 -3.861 4.405  0.32
H29 -2.871 -5.643 3.170  0.29
H30 -1.540 -5.324 4.359  0.29
H31 -3.024 -5.943 4.894  0.43
C14 -7.173 3.109 -2.636  -1.06
C15 -6.741 2.248 -3.787  -0.23
O12 -5.351 1.917 -3.659  -0.23
P3 -4.860 0.476 -3.311  0.77
O13 -5.234 -0.575 -4.275  -0.75
O14 -3.265 0.670 -3.108  -0.22
C16 -2.698 1.407 -2.039  1.13
C17 -3.043 2.867 -1.835  -1.35
O15 -5.285 0.253 -1.789  -0.19
C18 -4.930 -0.961 -1.125  -0.40
C19 -4.614 -0.517 0.292  -0.81
H32 -6.496 3.911 -2.339  0.27
H33 -8.156 3.567 -2.748  0.41
H34 -7.249 2.494 -1.729  0.25
H35 -7.381 1.392 -3.995  0.36
H36 -6.819 2.904 -4.660  0.29
H37 -2.859 0.804 -1.137  -0.72
H38 -1.614 1.351 -2.188  0.17
H39 -2.877 3.511 -2.696  0.37
H40 -4.126 2.857 -1.675  0.22
H41 -2.647 3.324 -0.932  0.36
H42 -5.723 -1.709 -1.184  0.50
H43 -4.081 -1.465 -1.599  0.19
H44 -3.633 -0.051 0.387  0.03
H45 -5.344 0.166 0.726  0.41
H46 -4.635 -1.349 1.003  0.39
C20 -0.536 -1.539 -3.356  -0.56
C21 0.342 -0.413 -3.915  -0.44
O16 1.503 -1.009 -4.524  -0.07
P4 2.949 -0.422 -4.271  0.43
O17 3.299 -0.261 -2.842  -0.36
O18 3.949 -1.347 -5.058  -0.26
C22 4.035 -2.742 -4.746  -0.01
C23 4.248 -3.602 -5.982  -1.30
O19 3.089 0.942 -5.071  -0.28
C24 2.727 1.008 -6.452  -0.05
C25 3.298 2.269 -7.073  -1.26
H47 0.149 -2.234 -2.862  0.19
H48 -1.252 -1.135 -2.646  -0.09
H49 -1.007 -2.096 -4.162  0.42
H50 -0.251 0.092 -4.678  0.22
H51 0.621 0.262 -3.105  0.29
H52 4.912 -2.872 -4.104  0.24
H53 3.183 -3.078 -4.150  0.26
H54 3.391 -3.580 -6.654  0.31
H55 5.087 -3.194 -6.551  0.30
H56 4.551 -4.623 -5.759  0.39
H57 3.137 0.128 -6.965  0.27
H58 1.651 0.853 -6.587  0.25
H59 4.368 2.144 -7.215  0.30
H60 2.814 2.531 -8.011  0.38
H61 3.073 3.085 -6.383  0.32

---

| no. | maximum force (eV/Å) |
| --- | --- |
| 1 | 7.6 |
| 2 | 2.7 |
| 3 | 0.7 |
| 4 | 4.2 |